# 1
# C45H56BN7O6S4V

A molecular structure, C45H56BN7O6S4V (wB97M-V/def2-TZVPD, the Open Molecules 2025 dataset).

Output
* energy: -139997.106 eV
* HOMO-LUMO gap (alpha / beta): 4.83 / 3.27 eV
* charge: -2
* largest force on an atom: 2.7 eV Å⁻¹
* multiplicity: 2

Geometry as XYZ:
```
120
C45H56BN7O6S4V, DFT wB97M-V/def2-TZVPD
V 0.4008 0.0804 0.7215
C 1.0860 2.7182 0.1550
C 0.9334 2.6195 -1.2248
C -0.3995 2.2458 -1.4950
C -1.0704 2.0846 -0.2845
C -0.1429 2.3451 0.7655
H 1.9686 3.0547 0.6840
H 1.6961 2.7969 -1.9733
H -0.8349 2.1488 -2.4765
H -2.1232 1.8743 -0.1551
H -0.4351 2.6264 1.7711
C -3.5484 -7.1526 -3.6583
C -3.4315 -5.9107 -2.8147
C -3.8696 -5.9013 -1.4926
C -3.7032 -4.7814 -0.6968
C -3.1044 -3.6391 -1.2149
C -2.7003 -3.6203 -2.5389
C -2.8653 -4.7464 -3.3283
S -2.7497 -2.2820 -0.0688
O -3.0395 -2.8359 1.2370
O -3.6599 -1.2199 -0.4840
N -1.2683 -1.7290 -0.2029
C -0.2444 -2.5315 0.2014
C -0.2458 -3.9367 0.1720
C 0.8591 -4.6418 0.6129
C 1.9635 -3.9394 1.0819
C 1.9042 -2.5627 1.0917
N 0.8379 -1.8518 0.6774
H -3.4773 -8.0445 -3.0348
H -2.7500 -7.1934 -4.3995
H -4.5049 -7.1769 -4.1874
H -4.3254 -6.7946 -1.0789
H -3.9894 -4.7703 0.3469
H -2.2117 -2.7399 -2.9357
H -2.5195 -4.7314 -4.3562
H -1.1128 -4.4597 -0.1885
H 0.8611 -5.7252 0.5765
H 2.8480 -4.4477 1.4406
H 2.7550 -2.0040 1.4533
C -6.7235 -0.9110 -2.4828
C -6.8328 0.4618 -3.1397
C -5.5963 0.8443 -3.9581
C -4.3342 1.1876 -3.1283
N -3.3115 0.1521 -3.1161
C -2.1287 0.2528 -3.7189
S -0.8013 -0.6866 -3.3348
N -1.9976 1.2193 -4.7212
C -2.7909 1.1995 -5.9510
C -2.2464 0.3007 -7.0745
C -2.1841 -1.1941 -6.7571
C -3.5419 -1.8125 -6.4368
H -7.6041 -1.1073 -1.8681
H -5.8409 -0.9773 -1.8502
H -6.6543 -1.6931 -3.2425
H -7.0036 1.2235 -2.3728
H -7.7001 0.4689 -3.8096
H -5.8527 1.7059 -4.5835
H -5.3657 0.0136 -4.6289
H -4.6225 1.3591 -2.0882
H -3.8858 2.1042 -3.5149
H -3.3527 -0.4477 -2.2838
H -1.0098 1.3055 -4.9201
H -2.8297 2.2248 -6.3348
H -3.8078 0.9050 -5.6972
H -1.2342 0.6406 -7.3174
H -2.8711 0.4594 -7.9624
H -1.5175 -1.3484 -5.9100
H -1.7494 -1.7078 -7.6209
H -3.9659 -1.3752 -5.5335
H -3.4332 -2.8801 -6.2464
H -4.2506 -1.6751 -7.2591
C -2.9858 -1.2738 8.1473
C -4.1672 -0.9455 7.2305
C -4.8484 0.3166 7.7827
C -5.1620 -2.1144 7.2746
C -3.7233 -0.7084 5.7843
C -4.6475 -0.2447 4.8506
C -4.3073 0.0472 3.5299
C -2.9983 -0.1494 3.1472
O -2.3728 0.1386 1.9881
B -1.0057 -0.2348 2.1234
O -0.8657 -0.7711 3.4476
C -2.0742 -0.6772 4.0543
C -2.4076 -0.9463 5.3651
H -3.3321 -1.4079 9.1749
H -2.2558 -0.4634 8.1334
H -2.4899 -2.1932 7.8359
H -5.1035 0.1841 8.8382
H -5.7639 0.5430 7.2373
H -4.1796 1.1734 7.6906
H -5.5333 -2.2689 8.2925
H -4.6802 -3.0322 6.9347
H -6.0116 -1.9211 6.6196
H -5.6783 -0.0893 5.1488
H -5.0397 0.4194 2.8258
H -1.6483 -1.3177 6.0379
N 6.7634 5.5728 1.1024
C 6.3752 4.2725 0.7307
C 7.1491 3.1752 1.1062
C 6.7627 1.8949 0.7459
C 5.6153 1.7075 -0.0017
C 4.8601 2.7946 -0.4170
C 5.2354 4.0738 -0.0466
S 4.9456 0.0736 -0.3076
O 5.7536 -0.8691 0.4446
O 4.9238 -0.1116 -1.7347
N 3.4346 0.1742 0.2277
C 3.1487 0.3427 1.5193
S 4.3475 0.3940 2.8423
C 3.0589 0.6986 3.9704
C 1.8749 0.7076 3.3314
N 1.9142 0.4925 1.9771
H 7.2937 5.5986 1.9591
H 5.9886 6.2177 1.1261
H 8.0329 3.3311 1.7149
H 7.3209 1.0252 1.0653
H 3.9644 2.6111 -0.9972
H 4.6264 4.9258 -0.3271
H 3.2651 0.8467 5.0164
H 0.9205 0.8621 3.8080
```

***

# 2
# C2H11NO3

3 unconnected molecules or ions with the total composition C2H11NO3 (wB97M-V/def2-TZVPD, the Open Molecules 2025 dataset).

Output
* structure (SMILES): NCCO.O.O
* energy: -9883.341 eV
* energy relative to the best compared isomer or geometry (same formula, charge and spin): 1.8592 eV
* HOMO-LUMO gap: 9.80 eV
* largest force on an atom: 4.7 eV Å⁻¹

Geometry as XYZ:
```
17
C2H11NO3, DFT wB97M-V/def2-TZVPD
N 0.8530 1.7476 0.3791
C -0.4045 1.5825 -0.3811
C -1.3460 0.6896 0.3802
O -1.7218 -0.4640 -0.3049
H 0.8454 1.8463 1.3891
H 1.6059 2.1281 -0.0109
H -0.1661 1.2475 -1.3930
H -0.9788 2.6013 -0.5178
H -2.3952 1.2584 0.4790
H -0.8736 0.3349 1.3252
H -0.8050 -0.6598 -0.7208
O -0.6147 -2.6999 -1.1279
H -0.5774 -2.7859 -0.1630
H 0.3384 -2.3887 -1.2422
O 1.7701 -1.6965 0.7759
H 2.5391 -2.0569 0.3838
H 1.9312 -0.6849 0.7493
```

***

# 3
# C11H16IN2O

2 unconnected molecules or ions with the total composition C11H16IN2O (wB97M-V/def2-TZVPD, the Open Molecules 2025 dataset).

Output
* energy: -24783.785 eV
* energy relative to the best compared isomer or geometry (same formula, charge and spin): 2.7684 eV
* HOMO-LUMO gap (alpha / beta): 3.99 / 3.99 eV
* charge: +1
* largest force on an atom: 5.0 eV Å⁻¹

Geometry as XYZ:
```
31
C11H16IN2O, DFT wB97M-V/def2-TZVPD
C 0.7839 2.0879 0.8879
C 1.2167 1.1600 -1.2604
C 1.0308 0.8799 1.3887
C 1.3784 -0.0420 -0.6947
C 0.8562 2.2836 -0.5048
C 1.3419 -0.3003 0.6708
C 2.0611 -3.8597 1.2044
C 0.9974 3.7839 -1.0956
C -3.9184 0.2636 -1.8274
C 1.5711 -1.5087 1.3721
C -2.3094 -0.1093 0.1043
N 1.8712 -2.6374 0.7547
N -3.5081 -0.0129 -0.4273
O 1.7586 -4.2232 2.4426
I -2.0607 -0.6850 2.0446
H 0.3967 2.7887 1.5423
H 1.2339 1.2544 -2.3441
H 0.9145 0.8173 2.5350
H 1.4471 -0.8679 -1.3816
H 2.1450 -4.5145 0.2978
H 0.1001 3.7775 -1.7962
H 1.0713 4.5761 -0.3231
H 2.0023 3.8327 -1.4909
H -3.6383 1.2925 -2.0133
H -3.2432 -0.4703 -2.4816
H -4.9313 0.0920 -1.9686
H 1.1612 -1.8061 2.3662
H -1.4108 0.2201 -0.4226
H 2.1592 -2.4976 -0.2605
H 1.8388 -5.2577 2.5770
H -4.3172 -0.3178 0.1042
```

***

Question: Among the records above, which one has the lowest energy?
Answer: C45H56BN7O6S4V

***

Question: Look up the energy of the first one.
Answer: -139997.106 eV

***

Question: The lowest largest force on an atom belongs to which entry?
Answer: C45H56BN7O6S4V

***

Question: Number 1 is which compound?
Answer: C45H56BN7O6S4V